{
  "formula": "C20H13Cl2MnN4O4",
  "method": "ωB97M-V/def2-TZVPD",
  "e_tot_ev": -91460.4230,
  "orbital_gap_ev": [5.75, 5.71],
  "total_charge": 1,
  "spin_multiplicity": 2,
  "e_homo_ev": [-11.0157, -11.0365],
  "elements": ["Mn", "Cl", "C", "C", "C", "N", "C", "O", "C", "C", "C", "C", "C", "N", "C", "C", "C", "Cl", "N", "C", "O", "C", "C", "C", "C", "C", "N", "H", "H", "H", "H", "H", "H", "H", "H", "H", "H", "C", "O", "C", "O", "H", "H", "H"],
  "xyz": [[0.176106, -0.044341, -0.137869], [-4.235075, -4.004062, 3.082158], [-2.840107, -3.093265, 2.690203], [-2.865757, -2.281596, 1.579228], [-1.718955, -1.561987, 1.236408], [-1.561646, -0.675896, 0.203984], [-2.616917, -0.030493, -0.431008], [-3.729945, -0.442266, -0.613537], [-2.161018, 1.348278, -0.828126], [-3.013555, 2.256599, -1.414786], [-2.557146, 3.547836, -1.643312], [-1.271879, 3.873067, -1.243572], [-0.471649, 2.897235, -0.674079], [-0.892481, 1.647372, -0.483425], [-0.539744, -1.664368, 2.030321], [-0.535537, -2.484933, 3.159846], [-1.676168, -3.182888, 3.492271], [-1.678923, -4.154150, 4.899536], [0.462221, -0.839574, 1.568536], [1.754722, -0.855844, 2.066063], [2.172086, -1.450109, 3.026388], [2.653386, -0.001325, 1.211246], [3.992183, 0.143055, 1.516291], [4.779855, 0.944060, 0.705152], [4.188662, 1.579248, -0.377873], [2.842006, 1.378788, -0.616865], [2.079259, 0.596344, 0.152052], [-3.757174, -2.221513, 0.975209], [-4.016571, 1.935510, -1.660799], [-3.196571, 4.283066, -2.112061], [-0.886483, 4.874606, -1.371221], [0.535601, 3.123699, -0.349401], [0.342845, -2.557268, 3.778964], [4.385060, -0.375352, 2.379810], [5.833928, 1.069313, 0.911697], [4.762432, 2.218066, -1.033694], [2.356381, 1.854215, -1.460321], [0.397078, -1.203987, -4.208897], [0.128853, -0.173413, -3.215877], [0.307964, -0.457162, -1.974537], [0.699143, -1.506775, -1.458443], [1.439711, -1.137893, -4.509028], [-0.252336, -0.981655, -5.047402], [0.186155, -2.188260, -3.799214]],
  "forces_ev_per_angstrom": [[-0.901, -0.741, 0.314], [-0.099, -0.042, 0.039], [0.108, 0.184, -0.181], [-0.212, -0.151, 0.111], [0.418, 0.000, 0.080], [0.335, 0.201, 0.201], [0.041, -0.012, -0.093], [-0.017, 0.056, 0.009], [-0.052, 0.161, 0.035], [-0.032, -0.157, 0.046], [0.128, -0.038, 0.036], [-0.160, 0.128, -0.059], [0.211, -0.110, 0.094], [-0.096, 0.232, -0.196], [-0.242, 0.134, -0.390], [0.005, -0.239, 0.211], [0.117, 0.191, -0.207], [0.043, -0.085, 0.106], [-0.286, -0.126, -0.387], [0.235, 0.002, -0.008], [-0.057, 0.074, 0.026], [0.051, 0.050, -0.010], [-0.011, -0.039, 0.074], [-0.103, 0.011, -0.074], [0.084, -0.032, 0.096], [-0.056, 0.089, -0.144], [0.329, 0.179, -0.016], [-0.002, 0.005, -0.013], [0.004, 0.018, -0.013], [0.003, 0.019, 0.031], [0.035, -0.022, 0.011], [0.018, -0.033, -0.050], [-0.003, -0.037, 0.026], [-0.016, 0.001, 0.001], [-0.005, 0.016, 0.007], [-0.022, -0.004, -0.019], [-0.042, -0.058, -0.007], [0.101, -0.204, -0.105], [-0.045, 0.048, -0.023], [-0.007, 0.174, 0.033], [0.246, 0.072, 0.326], [0.004, 0.029, 0.037], [-0.015, 0.020, 0.015], [-0.038, 0.032, 0.030]],
  "mulliken_spin": [0.943, 0.000, -0.004, 0.016, 0.018, 0.086, 0.009, 0.020, -0.015, 0.000, 0.000, -0.001, 0.001, -0.008, 0.043, -0.025, 0.035, 0.007, -0.013, 0.012, 0.002, 0.007, -0.006, 0.010, -0.005, 0.019, -0.037, 0.001, 0.000, 0.000, 0.000, -0.001, -0.001, 0.000, 0.000, 0.000, -0.002, -0.005, -0.005, -0.089, -0.011, 0.000, 0.000, -0.001]
}

{
  "formula": "C3H11NO4",
  "method": "ωB97M-V/def2-TZVPD",
  "e_tot_ev": -12969.1294,
  "smiles": "O=CNCCO.O.O",
  "orbital_gap_ev": 10.61,
  "total_charge": 0,
  "e_homo_ev": -9.9185,
  "e_above_lowest_kj_mol": 186.2,
  "elements": ["C", "N", "C", "C", "O", "O", "H", "H", "H", "H", "H", "H", "H", "H", "H", "O", "H", "H", "O"],
  "xyz": [[1.630530, -0.023310, -0.981626], [1.234190, 0.586122, 0.144682], [0.886483, -0.175662, 1.329035], [-0.044262, 0.538797, 2.277144], [-1.012164, -0.408837, 2.819350], [1.728204, 0.560225, -2.059200], [1.787501, -1.065406, -1.023146], [1.431888, 1.568365, 0.246215], [0.429327, -1.100139, 0.977048], [1.761747, -0.497531, 1.869184], [0.418316, 0.926333, 3.184539], [-0.702888, 1.306594, 1.859607], [-1.680599, -0.547000, 2.136532], [0.074193, -0.634962, -2.827783], [-0.760758, -1.231131, -3.920360], [-0.632960, -1.283861, -2.963223], [-1.881615, -0.239091, -1.089494], [-2.493000, 1.154487, -1.334682], [-2.174131, 0.566008, -0.643822]],
  "forces_ev_per_angstrom": [[-0.629, 2.095, -1.726], [0.436, -0.333, 0.703], [0.293, -0.209, -0.334], [-2.242, -0.596, 0.970], [0.446, -0.009, -0.129], [0.279, 0.078, 0.284], [-0.003, -1.680, 0.857], [-0.257, 0.106, -0.331], [-0.316, 0.098, 0.130], [0.545, -0.037, 0.318], [0.388, 0.115, -0.319], [0.846, 0.287, -0.566], [0.070, 0.026, 0.081], [0.124, 0.024, 0.132], [-0.162, -0.198, 0.218], [0.111, 0.339, -0.266], [-0.041, 0.149, -0.274], [0.075, -0.141, -0.039], [0.036, -0.116, 0.292]],
  "nbo_charge": [0.514, -0.598, -0.251, -0.087, -0.725, -0.641, 0.132, 0.407, 0.213, 0.190, 0.188, 0.195, 0.470, 0.488, 0.473, -0.967, 0.488, 0.476, -0.964]
}

{
  "formula": "C28H72N2O9",
  "method": "ωB97M-V/def2-TZVPD",
  "e_tot_ev": -51604.1345,
  "smiles": "CC1(C)CCCC(C)(C)N1O.CC1(C)CCCC(C)(C)N1O.CCO.CCO.CCO.CO.CO.CO.CO",
  "orbital_gap_ev": 7.84,
  "total_charge": 0,
  "e_homo_ev": -7.3873,
  "elements": ["C", "C", "C", "C", "C", "C", "N", "O", "C", "C", "C", "H", "H", "H", "H", "H", "H", "H", "H", "H", "H", "H", "H", "H", "H", "H", "H", "H", "H", "H", "C", "C", "C", "C", "C", "C", "N", "O", "C", "C", "C", "H", "H", "H", "H", "H", "H", "H", "H", "H", "H", "H", "H", "H", "H", "H", "H", "H", "H", "H", "C", "C", "O", "H", "H", "H", "H", "H", "H", "C", "C", "O", "H", "H", "H", "H", "H", "H", "C", "C", "O", "H", "H", "H", "H", "H", "H", "C", "O", "H", "H", "H", "H", "C", "O", "H", "H", "H", "H", "C", "O", "H", "H", "H", "H", "C", "O", "H", "H", "H", "H"],
  "xyz": [[6.752608, -0.466610, 2.496135], [5.759368, -0.991410, 3.556785], [6.228768, -0.503420, 4.973575], [5.988858, 0.966080, 5.280575], [4.429308, 1.236180, 5.120075], [3.935398, 0.937300, 3.646055], [4.361208, -0.427770, 3.253865], [3.870628, -0.911170, 2.009585], [2.383438, 0.969050, 3.830855], [4.385058, 2.039640, 2.627975], [5.675868, -2.548190, 3.531125], [7.692618, -1.003130, 2.625045], [7.067498, 0.574490, 2.567195], [6.336868, -0.538920, 1.491135], [5.674628, -1.132890, 5.669855], [7.285878, -0.756750, 5.053865], [6.678968, 1.648140, 4.783935], [6.312028, 1.214560, 6.291475], [3.992688, 2.182700, 5.438765], [3.963498, 0.530510, 5.807935], [2.007288, 0.607090, 2.873995], [1.897988, 0.478130, 4.674325], [1.982878, 1.974290, 3.961815], [5.451668, 2.264220, 2.629235], [4.042708, 1.692570, 1.653065], [3.909098, 3.016020, 2.718765], [6.459178, -2.964360, 4.164625], [5.427158, -2.994160, 2.568135], [4.774978, -2.768490, 4.103805], [4.586558, -0.608410, 1.446215], [-0.452102, -0.576720, -4.568695], [-1.124482, 0.056970, -5.787395], [-1.716222, -1.133610, -6.595825], [-3.020232, -1.800960, -6.024035], [-4.052292, -0.554810, -5.943225], [-3.551762, 0.616020, -5.072565], [-2.170672, 1.026220, -5.405595], [-1.712302, 2.161530, -4.817095], [-4.576592, 1.775690, -5.387585], [-3.734362, 0.281140, -3.578395], [-0.018992, 0.727060, -6.594875], [-0.330352, 0.050610, -3.685665], [0.603068, -0.763850, -4.767925], [-0.845742, -1.555080, -4.293065], [-1.880162, -0.860310, -7.638195], [-0.947342, -1.893220, -6.736975], [-2.909502, -2.283000, -5.052705], [-3.451062, -2.504520, -6.736415], [-4.979042, -0.775900, -5.413745], [-4.320772, -0.246610, -6.953695], [-5.629372, 1.493780, -5.371075], [-4.416102, 2.621620, -4.719185], [-4.413592, 2.324790, -6.314955], [-2.823982, -0.186600, -3.203525], [-3.754712, 1.165450, -2.941465], [-4.616172, -0.339370, -3.418755], [0.331528, 1.512260, -5.925025], [-0.437732, 1.184840, -7.491085], [0.803388, 0.058470, -6.849395], [-1.263592, 1.748680, -4.075595], [-4.545872, 3.044080, 0.900765], [-4.270502, 1.735930, 0.270025], [-2.874872, 1.609590, 0.034195], [-4.311632, 3.830960, 0.183775], [-4.255912, 3.249380, 1.931235], [-5.634692, 3.076950, 0.939595], [-4.746842, 1.583880, -0.698525], [-4.596322, 0.847380, 0.810795], [-2.540492, 1.230410, 0.850285], [0.445268, 4.213650, -3.209145], [1.002388, 3.452730, -1.988985], [0.567928, 2.091420, -2.140725], [0.964658, 3.850130, -4.095825], [0.813288, 5.232290, -3.086475], [-0.606552, 4.148940, -3.487685], [0.518628, 3.740780, -1.055655], [2.091998, 3.452510, -2.018135], [0.804208, 1.621020, -1.337915], [-2.863192, -4.109370, 0.356895], [-3.423582, -2.800840, 0.758545], [-4.135602, -2.411200, -0.381935], [-2.230732, -4.060840, -0.529525], [-3.606542, -4.868440, 0.113255], [-2.230462, -4.570470, 1.115265], [-2.657012, -2.043630, 0.923195], [-4.225192, -2.803670, 1.497135], [-4.563952, -1.575970, -0.180665], [1.378908, -3.407440, 2.373155], [1.607318, -2.542310, 3.479215], [2.256358, -3.506950, 1.734195], [1.256108, -4.419520, 2.758815], [0.533718, -3.124010, 1.745925], [2.162218, -1.860470, 3.093505], [-1.878992, -2.023810, 4.681405], [-1.199732, -1.803250, 3.461695], [-1.984022, -3.108730, 4.678795], [-1.366392, -1.679680, 5.579685], [-2.915442, -1.697680, 4.594765], [-0.406332, -2.343290, 3.483495], [0.185468, -0.495730, 0.532245], [0.038138, -0.995480, -0.777355], [-0.400362, -1.009750, 1.294275], [1.208638, -0.844400, 0.672425], [0.116028, 0.571270, 0.743865], [-0.799212, -0.682620, -1.127445], [-2.982132, 1.076080, 3.638745], [-2.400122, 0.447330, 2.547045], [-2.169252, 1.320170, 4.322665], [-3.450302, 2.033850, 3.411595], [-3.734282, 0.535030, 4.212895], [-1.848162, -0.252030, 2.904585]],
  "forces_ev_per_angstrom": [[0.245, 0.036, 0.353], [-0.566, 1.426, -0.704], [-0.545, -0.517, -0.909], [-1.122, 0.779, 0.471], [1.661, -0.962, -1.001], [-0.287, 0.761, 1.684], [0.308, -0.925, 2.316], [0.553, 0.827, 0.708], [0.033, 0.349, -1.422], [-0.554, -0.418, 0.134], [-1.313, 1.195, 1.068], [-0.062, -0.394, -0.562], [-0.462, 0.214, 0.510], [0.428, -0.502, -0.213], [0.038, 0.109, 0.339], [0.059, -0.059, 0.048], [-0.390, -0.044, -1.010], [-0.365, -0.501, 0.489], [0.663, 0.398, -0.254], [-0.109, -0.348, -0.210], [-0.640, -0.148, 0.126], [0.740, -0.842, -0.078], [0.463, 0.415, -0.363], [0.064, -0.473, -0.034], [0.365, -0.036, -0.295], [-0.313, -0.110, 0.560], [0.439, -0.248, -0.794], [0.916, 0.057, -0.101], [-0.223, 0.004, 0.204], [-0.236, -0.115, -1.093], [1.136, -0.371, 0.671], [-0.499, -1.278, 0.313], [-0.589, -0.637, -0.045], [-0.734, 2.889, -0.534], [1.233, -1.288, 0.867], [-0.655, 1.155, -0.336], [-1.880, -1.893, -3.462], [0.464, 0.154, 1.011], [1.072, 0.971, 0.071], [0.939, 0.130, 0.126], [-0.650, 0.750, 0.251], [-0.573, 0.241, 0.190], [0.113, -0.212, -0.376], [-0.363, 0.211, 0.211], [-0.492, 0.504, -0.012], [0.349, -0.044, 0.513], [0.166, 0.098, -0.024], [0.267, -0.162, 0.048], [-0.137, -0.641, -0.386], [0.276, 0.156, -0.022], [0.129, -0.336, 0.271], [-0.177, -0.260, 0.674], [0.255, -0.754, -0.635], [-0.153, -0.744, -0.049], [-0.455, 0.271, -0.224], [0.121, 0.030, 0.230], [0.455, 0.194, -0.372], [0.095, 0.053, -0.059], [-0.193, -0.089, 0.077], [0.589, 0.953, 1.199], [-2.301, 0.658, -0.358], [1.312, -1.213, -0.495], [0.196, -0.282, -0.391], [0.511, 0.158, 0.386], [0.659, -0.221, -0.344], [-0.439, 0.284, 0.185], [-0.209, 0.660, -0.141], [-0.210, 0.112, 0.691], [0.493, -0.177, 0.321], [1.491, 0.042, 0.117], [-1.904, -1.035, -1.041], [0.148, -0.392, -0.315], [0.149, -0.181, -0.052], [-0.502, 0.332, -0.167], [-0.077, 0.030, 0.832], [0.604, 0.851, 0.124], [0.027, 0.507, 0.381], [-0.047, -0.274, -0.010], [0.991, -1.776, 0.439], [-0.589, 0.493, -0.676], [-0.857, 0.939, -1.679], [-0.033, 0.531, -0.057], [-0.383, 0.268, 0.114], [0.044, 0.116, 0.298], [0.176, -0.167, 0.696], [0.795, -0.463, 1.097], [-0.073, 0.142, -0.233], [0.495, -1.088, -0.019], [-0.187, -0.168, -0.605], [0.125, 0.386, -0.106], [-0.444, 0.017, 0.105], [-0.138, 0.077, 0.061], [0.264, 0.598, 0.408], [-0.566, -1.743, -0.505], [-0.113, 0.915, -0.079], [-0.086, -0.241, 0.951], [-0.037, 0.239, -0.126], [0.243, 0.601, 0.094], [0.580, 0.297, -0.009], [1.540, -1.232, 0.573], [-1.002, 0.671, -0.406], [-0.432, -0.080, -0.213], [0.293, 0.555, 0.918], [-0.148, 0.253, -0.646], [-0.281, -0.030, -0.251], [0.340, 1.191, 1.387], [-0.764, 0.066, -0.817], [-0.076, 0.156, 0.492], [0.128, -0.124, -0.582], [-0.079, -0.599, -0.275], [0.478, -0.635, -0.231]],
  "lowdin_charge": [-0.032, -0.449, -0.142, -0.167, -0.103, -0.463, -0.106, -0.033, -0.041, -0.018, -0.022, 0.089, 0.071, 0.073, 0.117, 0.118, 0.098, 0.101, 0.114, 0.106, 0.063, 0.085, 0.080, 0.067, 0.074, 0.078, 0.084, 0.082, 0.077, 0.066, -0.040, -0.498, -0.138, -0.118, -0.125, -0.476, -0.145, 0.006, -0.043, -0.023, -0.033, 0.060, 0.083, 0.082, 0.110, 0.111, 0.094, 0.094, 0.098, 0.112, 0.080, 0.067, 0.077, 0.070, 0.068, 0.086, 0.076, 0.089, 0.087, 0.067, -0.085, -0.340, -0.094, 0.086, 0.061, 0.075, 0.104, 0.104, 0.022, -0.077, -0.275, -0.111, 0.069, 0.069, 0.069, 0.110, 0.109, 0.053, -0.090, -0.332, -0.092, 0.082, 0.079, 0.068, 0.098, 0.120, 0.070, -0.146, -0.121, 0.085, 0.086, 0.067, 0.034, -0.118, -0.158, 0.087, 0.092, 0.079, 0.042, -0.166, -0.099, 0.047, 0.075, 0.083, 0.068, -0.157, -0.129, 0.089, 0.064, 0.079, 0.023]
}

{
  "formula": "C5H5NO",
  "method": "ωB97M-V/def2-TZVPD",
  "e_tot_ev": -8800.2371,
  "smiles": "C#CC(=O)[C@H]1CN1",
  "orbital_gap_ev": 9.94,
  "total_charge": 0,
  "e_homo_ev": -9.9874,
  "e_above_lowest_kj_mol": 307.0,
  "elements": ["O", "C", "C", "C", "C", "C", "N", "H", "H", "H", "H", "H"],
  "xyz": [[0.306474, 0.003354, 1.901661], [0.581002, -0.010088, 0.718250], [1.953231, -0.098917, 0.221476], [3.040045, -0.124502, -0.296314], [-0.447073, 0.197019, -0.353375], [-1.804424, -0.435173, -0.348342], [-1.635313, 0.937781, 0.070417], [4.000121, -0.160199, -0.768389], [-0.023078, 0.480956, -1.312948], [-2.086272, -1.178402, 0.393501], [-2.287409, -0.554274, -1.317585], [-1.597301, 0.942440, 1.091653]],
  "forces_ev_per_angstrom": [[0.121, -0.142, -0.513], [-0.222, -0.010, 0.284], [0.355, -0.095, -0.205], [-0.345, -0.047, 0.120], [0.187, 0.124, -0.120], [-0.108, -0.221, -0.041], [-0.084, 0.174, 0.129], [-0.192, 0.020, 0.178], [-0.122, 0.007, 0.112], [0.336, 0.071, -0.024], [0.145, -0.028, 0.191], [-0.069, 0.146, -0.110]],
  "nbo_charge": [-0.510, 0.499, -0.131, -0.129, -0.197, -0.225, -0.546, 0.242, 0.217, 0.208, 0.204, 0.368]
}